Entry 1:
A cluster of 2 separate species, C3H8NS in total. Source: the OMol25 dataset; level of theory: ωB97M-V/def2-TZVPD.

Values from the calculation:
lowest unoccupied orbital energy (alpha / beta)	6.72 / 6.66	eV
2S+1	2
HOMO energy (alpha / beta)	4.331 / 0.452	eV
total charge	-2

Bonds (Å) are listed after each position.
Geometry (Å):
1 C 0.5751 -1.2857 2.7039  S2 1.813, H3 1.073, H4 1.151, H5 1.128
2 S -0.7159 -1.0782 1.4483  C1 1.813
3 H 0.5837 -2.2052 3.2561  C1 1.073
4 H 1.6108 -1.3045 2.2013  C1 1.151
5 H 0.3305 -0.5641 3.5361  C1 1.128
6 C -1.0446 0.3482 -2.3302  N8 1.539, H9 1.130, H10 1.138, H11 1.111
7 C 0.6481 1.4269 -0.8460  N8 1.295, H12 1.152, H13 1.042
8 N -0.3169 1.5490 -1.7010  C6 1.539, C7 1.295
9 H -2.1270 0.3355 -2.0067  C6 1.130
10 H -0.6243 -0.6667 -2.0312  C6 1.138
11 H -0.9448 0.5754 -3.4128  C6 1.111
12 H 1.1607 2.3625 -0.4100  C7 1.152
13 H 0.8646 0.5068 -0.4079  C7 1.042

Let us look at the Mulliken charges, expressed in e, one per atom: number 1, C, carries -0.990; number 2, S, carries -0.545; number 3, H, carries 0.242; number 4, H, carries 0.192; number 5, H, carries 0.161; number 6, C, carries -3.023; number 7, C, carries -1.012; number 8, N, carries 0.273; number 9, H, carries 0.007; number 10, H, carries 0.226; number 11, H, carries 1.833; number 12, H, carries 0.320; number 13, H, carries 0.316

=====

Entry 2:
A cluster of 2 separate species, C3H8O in total. Source: the OMol25 dataset; level of theory: ωB97M-V/def2-TZVPD.

Values from the calculation:
lowest unoccupied orbital energy	1.01	eV
structure (SMILES)	C=CC.O
HOMO energy	-10.112	eV

Bonds (Å) are listed after each position.
Geometry (Å):
1 C 0.8750 0.1324 1.0511  C2 1.322, H4 1.086, H5 1.077
2 C 0.5207 -0.5296 -0.0373  C1 1.322, C3 1.515, H6 1.083
3 C -0.7291 -1.3838 -0.0878  C2 1.515, H7 1.093, H8 1.085, H9 1.084
4 H 1.8530 0.6027 1.0933  C1 1.086
5 H 0.2967 0.2439 1.9529  C1 1.077
6 H 1.2377 -0.6531 -0.8401  C2 1.083
7 H -1.6032 -0.7638 0.1248  C3 1.093
8 H -0.8938 -1.7440 -1.0983  C3 1.085
9 H -0.6729 -2.2451 0.5673  C3 1.084
10 O -0.3650 2.4980 -0.8122  H11 0.968, H12 0.969
11 H -0.7643 1.9706 -1.5189  O10 0.968
12 H 0.2451 1.8716 -0.3949  O10 0.969

Let us look at the Mulliken charges, expressed in e, one per atom: number 1, C, carries -0.728; number 2, C, carries -0.037; number 3, C, carries -1.011; number 4, H, carries 0.320; number 5, H, carries 0.243; number 6, H, carries 0.333; number 7, H, carries 0.266; number 8, H, carries 0.323; number 9, H, carries 0.299; number 10, O, carries -0.681; number 11, H, carries 0.314; number 12, H, carries 0.359

=====

Entry 3:
A cluster of 2 separate species, C3H8O in total. Source: the OMol25 dataset; level of theory: ωB97M-V/def2-TZVPD.

Values from the calculation:
lowest unoccupied orbital energy	1.03	eV
structure (SMILES)	CC=O.C
HOMO energy	-9.967	eV

Bonds (Å) are listed after each position.
Geometry (Å):
1 C 0.3496 0.9918 1.2813  C2 1.505, H4 1.098, H5 1.097, H6 1.093
2 C 0.6782 1.2536 -0.1637  C1 1.505, O3 1.208, H7 1.112
3 O 1.7122 0.9430 -0.7050  C2 1.208
4 H 0.2965 1.9565 1.8020  C1 1.098
5 H -0.6374 0.5200 1.3675  C1 1.097
6 H 1.1131 0.3618 1.7442  C1 1.093
7 H -0.1214 1.7742 -0.7341  C2 1.112
8 C -0.6827 -1.5712 -0.9078  H9 1.095, H10 1.093, H11 1.093, H12 1.089
9 H -1.4707 -0.8136 -0.9615  C8 1.095
10 H -0.8684 -2.3491 -1.6525  C8 1.093
11 H -0.6667 -2.0138 0.0920  C8 1.093
12 H 0.2764 -1.0971 -1.1118  C8 1.089

Let us look at the Mulliken charges, expressed in e, one per atom: number 1, C, carries -0.829; number 2, C, carries 0.080; number 3, O, carries -0.470; number 4, H, carries 0.334; number 5, H, carries 0.260; number 6, H, carries 0.269; number 7, H, carries 0.354; number 8, C, carries -0.974; number 9, H, carries 0.233; number 10, H, carries 0.307; number 11, H, carries 0.241; number 12, H, carries 0.195

=====

Entry 4:
A cluster of 2 separate species, C3H8O in total. Source: the OMol25 dataset; level of theory: ωB97M-V/def2-TZVPD.

Values from the calculation:
lowest unoccupied orbital energy	0.83	eV
structure (SMILES)	C=CC.O
HOMO energy	-9.525	eV

Bonds (Å) are listed after each position.
Geometry (Å):
1 C -0.5323 -0.6961 -2.0614  C2 1.346, H4 1.096, H5 1.096
2 C 0.2091 -0.5132 -0.9528  C1 1.346, C3 1.520, H6 1.098
3 C -0.4102 -0.9536 0.3632  C2 1.520, H7 1.103, H8 1.103, H9 1.103
4 H -0.1618 -0.3439 -3.0309  C1 1.096
5 H -1.5615 -1.0698 -2.0145  C1 1.096
6 H 1.1861 -0.0211 -0.8585  C2 1.098
7 H -0.7077 -2.0157 0.3632  C3 1.103
8 H -1.2784 -0.3449 0.6669  C3 1.103
9 H 0.3943 -0.8136 1.1047  C3 1.103
10 O 0.6905 2.3993 1.8730  H11 0.984, H12 0.984
11 H 0.9203 1.4590 2.0502  O10 0.984
12 H 1.2517 2.9135 2.4967  O10 0.984

Let us look at the Mulliken charges, expressed in e, one per atom: number 1, C, carries -0.690; number 2, C, carries 0.054; number 3, C, carries -0.983; number 4, H, carries 0.251; number 5, H, carries 0.244; number 6, H, carries 0.286; number 7, H, carries 0.353; number 8, H, carries 0.271; number 9, H, carries 0.212; number 10, O, carries -0.629; number 11, H, carries 0.305; number 12, H, carries 0.324

=====

Entry 5:
The molecule C3H8O2. Source: the OMol25 dataset; level of theory: ωB97M-V/def2-TZVPD.

Values from the calculation:
lowest unoccupied orbital energy	0.68	eV
structure (SMILES)	C[C@@H](O)CO
HOMO energy	-10.035	eV

Bonds (Å) are listed after each position.
Geometry (Å):
1 C 1.2917 -0.5819 -0.4995  C2 1.500, H6 1.265, H7 1.090, H8 1.154
2 C 0.4765 0.2229 0.4690  C1 1.500, O3 1.465, C4 1.520, H9 1.148
3 O 0.5771 1.5726 -0.0920  C2 1.465, H10 0.955
4 C -0.9860 -0.1849 0.5317  C2 1.520, O5 1.434, H11 1.072, H12 1.115
5 O -1.6107 0.1669 -0.7097  C4 1.434, H13 0.990
6 H 1.8870 -1.5154 0.1125  C1 1.265
7 H 0.6577 -0.8731 -1.3367  C1 1.090
8 H 2.1541 0.0763 -0.8935  C1 1.154
9 H 0.7173 0.2396 1.5914  C2 1.148
10 H -0.0544 1.4254 -0.7927  O3 0.955
11 H -1.0702 -1.2041 0.8524  C4 1.072
12 H -1.4521 0.4441 1.3257  C4 1.115
13 H -2.5880 0.2117 -0.5586  O5 0.990

Let us look at the Mulliken charges, expressed in e, one per atom: number 1, C, carries -1.043; number 2, C, carries 0.126; number 3, O, carries -0.543; number 4, C, carries -0.503; number 5, O, carries -0.563; number 6, H, carries 0.249; number 7, H, carries 0.309; number 8, H, carries 0.288; number 9, H, carries 0.321; number 10, H, carries 0.370; number 11, H, carries 0.348; number 12, H, carries 0.334; number 13, H, carries 0.306

=====

Entry 6:
A cluster of 2 separate species, C3H8O2 in total. Source: the OMol25 dataset; level of theory: ωB97M-V/def2-TZVPD.

Values from the calculation:
lowest unoccupied orbital energy	0.85	eV
structure (SMILES)	C=C(C)O.O
HOMO energy	-8.815	eV

Bonds (Å) are listed after each position.
Geometry (Å):
1 C -2.6014 -0.0748 -1.1114  C2 1.330, H5 1.119, H6 1.081
2 C -2.3455 0.7299 -0.0842  C1 1.330, C3 1.556, O4 1.340
3 C -0.8426 0.8980 0.2833  C2 1.556, H7 1.142, H8 1.102, H9 1.048
4 O -3.1282 1.0678 0.9500  C2 1.340, H10 1.000
5 H -1.9212 -0.4301 -1.9262  C1 1.119
6 H -3.5437 -0.5816 -1.2663  C1 1.081
7 H -0.2545 -0.0761 0.1927  C3 1.142
8 H -0.4372 1.7287 -0.3169  C3 1.102
9 H -0.7782 1.2808 1.2573  C3 1.048
10 H -4.0492 0.7303 0.7533  O4 1.000
11 O 6.8685 -1.4710 0.4852  H12 0.969, H13 0.944
12 H 6.5522 -2.1183 1.1328  O11 0.969
13 H 6.4810 -1.6835 -0.3495  O11 0.944

Let us look at the Mulliken charges, expressed in e, one per atom: number 1, C, carries -0.967; number 2, C, carries 0.824; number 3, C, carries -1.078; number 4, O, carries -0.470; number 5, H, carries 0.235; number 6, H, carries 0.235; number 7, H, carries 0.254; number 8, H, carries 0.283; number 9, H, carries 0.368; number 10, H, carries 0.316; number 11, O, carries -0.638; number 12, H, carries 0.322; number 13, H, carries 0.316

=====

| no. | F_max (eV/Å) |
| --- | --- |
| 1 | 3.20 |
| 2 | 1.44 |
| 3 | 0.53 |
| 4 | 2.00 |
| 5 | 4.49 |
| 6 | 4.00 |